C2H6N2O2 in the gas phase, computed with ωB97M-V/def2-TZVPD.

The geometry in XYZ format:
```
12
Properties=species:S:1:pos:R:3:forces:R:3
C -0.905911 -0.246969 -0.801947 0.730 0.912 0.090
C 0.357534 0.265565 -0.063300 -1.813 -2.828 -0.861
N 1.423293 -0.432453 0.003973 1.353 0.368 -1.736
O 1.488167 -1.213804 -1.197057 0.102 -0.201 0.402
N 0.128584 1.171057 0.874763 -1.473 1.095 2.490
O -1.001922 0.967643 1.712653 -0.644 1.220 -0.697
H -0.727469 -0.387205 -1.878714 -0.070 -0.423 0.619
H -1.165454 -1.135240 -0.219262 -0.101 -0.282 -0.762
H -1.725897 0.457983 -0.671969 0.172 0.104 0.002
H 2.399260 -1.529982 -1.276263 -0.215 0.230 0.478
H 0.723632 1.886006 1.214753 0.738 -0.027 0.394
H -0.993815 0.197401 2.302370 1.221 -0.169 -0.420
```
Positions in Å, forces in eV/Å.

Values from the calculation:
E_tot = -339.64987 Ha
Total charge = 0
E_LUMO = 0.9 eV

Listed below, in e, are the natural (NBO) charges computed for each atom:
1. C -0.687
2. C 0.346
3. N -0.165
4. O -0.606
5. N -0.338
6. O -0.582
7. H 0.243
8. H 0.227
9. H 0.228
10. H 0.477
11. H 0.390
12. H 0.467